No. 1
Density functional theory data (the ωB97M-V functional and the def2-TZVPD basis) for 5 unconnected molecules or ions with the total composition C25H51BrN3O15P2S5.

Structure (XYZ):
```
102
Properties=species:S:1:pos:R:3:forces:R:3
C -4.885 -2.551 2.191 0.16 0.79 0.31
C -5.119 -4.140 2.142 -1.16 1.05 -0.11
O -4.000 -4.907 1.633 0.32 0.44 2.10
C -2.921 -4.982 2.625 0.87 0.42 -0.16
C -1.727 -4.058 2.004 -1.46 -0.53 -0.78
O -0.722 -3.705 2.984 0.58 0.04 -1.58
C 0.453 -3.105 2.358 -0.17 1.19 1.35
C -0.019 -1.615 1.901 0.57 -1.38 -0.94
N -0.362 -1.487 0.500 -0.89 4.11 5.75
P -0.325 -2.647 -0.849 2.37 0.49 -3.50
S 1.021 -1.954 -2.097 -1.06 -0.56 0.79
C -0.792 -0.055 0.393 -0.02 1.70 2.64
C -1.347 0.679 -0.961 -0.60 -0.58 0.75
C -2.864 0.800 -1.037 1.08 1.27 -2.34
C -3.524 1.526 -2.244 5.39 -0.28 0.05
C -2.453 2.029 -3.242 -0.08 -1.85 3.08
C -0.961 1.743 -2.953 -0.52 0.11 -0.19
N -0.307 1.094 -1.856 -6.54 1.11 -0.84
C -0.659 0.584 1.787 -0.22 -2.88 -3.45
N -0.168 -0.442 2.721 -1.64 -0.81 -5.77
P 0.126 -0.275 4.472 -0.11 -1.57 2.59
O -1.265 -1.009 5.202 1.41 1.47 -2.92
Br 0.013 1.936 5.030 -0.55 -0.98 -0.87
H -5.759 -2.014 2.734 1.34 -1.13 -0.88
H -3.929 -2.243 2.775 -1.51 -0.70 -0.85
H -4.809 -2.049 1.159 -0.07 -1.02 1.35
H -5.428 -4.457 3.214 0.55 0.19 -1.83
H -5.997 -4.322 1.406 1.51 0.10 1.36
H -2.557 -6.064 2.772 -0.66 1.61 -0.50
H -3.256 -4.602 3.662 0.53 -0.36 -1.65
H -1.280 -4.613 1.090 -0.52 0.62 1.66
H -2.280 -3.141 1.550 1.00 -1.20 0.94
H 1.290 -3.046 3.158 -1.53 0.00 -1.24
H 0.883 -3.719 1.496 -0.82 1.01 1.02
H 0.114 -3.963 -0.495 -0.86 0.75 0.78
H -1.619 -2.789 -1.496 0.43 0.25 1.36
H -3.522 0.361 -0.210 1.27 0.71 -1.27
H -4.637 1.704 -2.412 1.79 -0.42 0.46
H -2.767 2.603 -4.182 0.78 -0.99 1.51
H -0.224 2.118 -3.767 -1.39 -0.70 1.52
H -0.892 1.634 2.159 0.39 -1.72 -0.81
H -1.896 -1.140 4.453 0.09 -0.04 1.01
O 0.680 4.468 -5.523 -0.65 0.03 -0.12
S -0.471 5.230 -5.108 0.03 1.03 0.26
O -1.803 4.893 -5.542 0.73 -0.26 0.02
O -0.200 6.791 -5.423 -0.14 -0.97 0.84
C 0.166 7.168 -6.751 0.08 0.32 -1.15
C -1.035 7.189 -7.677 -0.23 -0.26 -0.01
C -0.471 5.343 -3.341 0.07 0.23 0.00
H 0.952 6.511 -7.136 -0.07 -0.06 0.19
H 0.588 8.174 -6.689 -0.03 -0.17 0.36
H -1.427 6.181 -7.835 0.05 0.09 -0.02
H -0.765 7.602 -8.650 0.05 0.02 0.11
H -1.844 7.786 -7.247 0.13 0.03 -0.05
H 0.521 5.646 -3.007 -0.08 -0.01 -0.09
H -0.718 4.360 -2.941 0.00 0.06 -0.15
H -1.223 6.069 -3.035 0.06 -0.06 -0.09
O 1.247 -1.105 -6.167 -0.78 0.11 0.02
S 0.232 -0.165 -6.569 0.27 0.41 -0.70
O -1.029 -0.064 -5.878 0.56 -0.32 -0.02
O -0.052 -0.342 -8.151 0.37 0.55 0.83
C -0.391 -1.638 -8.643 -0.45 -0.92 -0.31
C -1.836 -1.988 -8.343 -0.16 0.02 0.30
C 0.958 1.447 -6.652 -0.09 -0.04 -0.21
H 0.291 -2.394 -8.244 0.03 0.18 0.09
H -0.246 -1.613 -9.726 0.16 0.30 0.17
H -1.995 -2.112 -7.269 0.02 -0.01 -0.09
H -2.118 -2.921 -8.837 0.08 0.08 -0.04
H -2.505 -1.191 -8.678 0.09 -0.09 -0.06
H 1.889 1.388 -7.215 -0.10 -0.05 0.05
H 1.157 1.781 -5.634 -0.04 -0.11 -0.07
H 0.254 2.125 -7.134 0.05 -0.06 0.09
O 1.954 -7.133 2.744 0.38 0.57 0.28
S 2.398 -6.660 4.030 0.21 -0.74 0.75
O 2.984 -5.354 4.200 -0.36 -0.37 -0.53
O 3.381 -7.762 4.685 -1.11 0.65 -0.06
C 4.510 -8.205 3.932 1.05 -0.19 -0.54
C 5.634 -7.186 3.959 -0.05 0.33 -0.06
C 1.069 -6.832 5.188 0.06 -0.11 0.10
H 4.220 -8.448 2.906 -0.16 0.08 0.11
H 4.857 -9.132 4.396 -0.36 0.11 0.13
H 5.353 -6.278 3.419 0.04 -0.09 0.02
H 6.533 -7.592 3.491 -0.09 -0.06 0.06
H 5.866 -6.893 4.986 0.01 -0.12 -0.08
H 0.651 -7.834 5.100 0.10 0.08 -0.02
H 0.312 -6.086 4.943 0.14 0.01 -0.10
H 1.452 -6.656 6.193 0.01 -0.01 -0.12
O 2.690 7.740 5.039 0.36 -0.45 0.46
S 2.845 7.151 6.343 -0.23 -0.03 0.35
O 4.129 7.050 6.984 -0.53 0.08 -0.63
O 2.145 5.690 6.346 -0.13 0.78 0.24
C 2.537 4.747 5.351 0.50 -0.59 -0.51
C 3.874 4.111 5.682 0.26 0.13 0.07
C 1.720 7.938 7.462 -0.14 -0.17 0.03
H 2.554 5.213 4.361 -0.02 0.14 0.13
H 1.767 3.971 5.329 -0.04 0.36 0.20
H 4.682 4.842 5.621 -0.08 -0.07 -0.02
H 4.098 3.300 4.985 -0.09 0.03 0.02
H 3.872 3.715 6.701 -0.07 -0.02 -0.12
H 0.732 7.974 7.003 0.12 -0.03 0.01
H 2.084 8.949 7.648 0.10 -0.11 -0.11
H 1.696 7.374 8.394 0.05 0.03 -0.11
```
Positions in Å, forces in eV/Å.

Computed properties:
total charge: +1
HOMO level: -11.45 eV

Löwdin population analysis, charges in e, atoms 1 to 6: atom 1 (C): -0.107, atom 2 (C): -0.249, atom 3 (O): -0.192, atom 4 (C): -0.141, atom 5 (C): -0.190, atom 6 (O): -0.174

---

No. 2
Density functional theory data (the ωB97M-V functional and the def2-TZVPD basis) for 2 unconnected molecules or ions with the total composition C3H6BClO3.

Structure (XYZ):
```
14
Properties=species:S:1:pos:R:3:forces:R:3
B 2.571 -0.644 -0.305 -2.14 -0.19 -0.86
C 1.388 -0.774 -1.068 1.30 -0.82 0.08
C -0.515 1.589 -0.359 0.60 0.82 0.04
C -0.968 0.571 0.568 0.82 -2.80 -0.37
O 3.511 -0.654 0.565 1.59 -0.19 1.54
O 0.551 0.270 -1.396 -1.40 0.15 -1.94
O -1.873 -0.246 -0.149 -0.59 0.06 -1.60
Cl 0.759 2.505 0.392 0.19 0.09 -0.01
H 1.207 -1.643 -1.702 0.28 -0.05 0.52
H -0.187 -0.131 0.986 -0.18 0.75 -0.50
H -1.457 0.901 1.421 -0.94 1.49 1.60
H 3.316 -0.956 1.472 0.00 0.25 -0.59
H -0.137 -0.152 -1.974 0.78 1.08 0.80
H -1.960 0.232 -1.022 -0.31 -0.63 1.29
```
Positions in Å, forces in eV/Å.

Computed properties:
HOMO level: -8.15 eV
ΔE to the lowest compared entry with this formula, charge and spin: 706.2 kJ/mol

Löwdin population analysis, charges in e, atoms 1 to 6: atom 1 (B): -0.238, atom 2 (C): -0.119, atom 3 (C): -0.435, atom 4 (C): -0.437, atom 5 (O): 0.215, atom 6 (O): -0.177

---

No. 3
Density functional theory data (the ωB97M-V functional and the def2-TZVPD basis) for a molecular structure, C2H14Br2O5.

Structure (XYZ):
```
23
Properties=species:S:1:pos:R:3:forces:R:3
Br -2.563 2.199 -1.166 0.47 0.39 0.08
C -0.891 1.569 -0.321 -1.34 -0.30 0.59
C -0.968 -0.008 -0.249 -0.59 3.99 -2.23
Br -1.279 -0.638 -2.051 -0.79 -1.58 0.39
H -0.980 2.078 0.639 0.08 -0.57 0.37
H 0.027 1.949 -0.769 -1.19 0.14 -0.19
H -1.838 -0.295 0.342 -0.16 0.04 -0.63
H -0.017 -0.360 0.149 -3.16 2.64 -2.95
O 1.311 0.445 -0.956 3.02 1.35 3.06
H 1.502 -0.321 -0.413 1.29 1.04 -0.97
H 2.164 0.856 -1.098 0.30 -0.05 -0.38
O 0.797 1.236 -2.711 -1.01 3.45 -6.93
H 0.284 0.566 -3.163 0.28 0.42 -0.36
H 0.731 1.005 -1.785 -1.01 0.06 -1.10
O 0.007 -1.269 1.224 0.51 -5.75 2.83
H -0.031 -2.186 0.952 -0.50 -0.97 -0.09
H 0.072 -1.305 2.178 1.99 -1.25 -1.11
O -1.479 -0.905 2.545 -3.82 0.94 3.88
H -0.602 -0.960 2.924 -2.05 1.15 2.47
H -1.334 -0.590 1.652 -0.86 0.28 0.67
O 1.896 -1.074 0.361 7.13 -4.53 1.56
H 0.947 -1.100 0.482 1.11 -0.99 1.04
H 2.244 -0.894 1.234 0.30 0.12 0.01
```
Positions in Å, forces in eV/Å.

Computed properties:
HOMO level: -8.61 eV
ΔE to the lowest compared entry with this formula, charge and spin: 1197.3 kJ/mol

Löwdin population analysis, charges in e, atoms 1 to 6: atom 1 (Br): 0.597, atom 2 (C): -0.584, atom 3 (C): -0.640, atom 4 (Br): 0.805, atom 5 (H): 0.051, atom 6 (H): 0.053

---

Number 1: LUMO energy -3.89 eV, Kohn-Sham gap 7.57 eV. Number 2: LUMO energy -0.05 eV, Kohn-Sham gap 8.10 eV. Number 3: LUMO energy -0.81 eV, Kohn-Sham gap 7.80 eV.